50
Properties=species:S:1:pos:R:3:forces:R:3 method="wB97M-V/def2-TZVPD" largest_force_ev_per_a=5.1 total_energy_ev=-48734.7911 charge=0 relative_energy_kcal_mol=107.0 orbital_gap_ev=6.4
H 1.45408 -2.97789 -0.28809 -0.15 -0.01 -0.15
N 0.22535 -2.11017 -1.76552 0.08 0.72 0.58
B -1.16690 -1.52696 -3.81240 0.29 0.41 0.38
N -0.25551 -2.47923 -2.97030 0.18 -0.22 0.32
C 0.17838 -3.72786 -3.23683 0.19 0.35 0.60
Hg -0.31857 -0.07558 -0.99499 0.73 -0.64 -0.02
H -0.10821 -4.20313 -4.15825 0.05 -0.11 0.00
C 0.96501 -4.15148 -2.16771 -0.08 0.04 -0.18
H 1.46076 -5.09888 -2.06852 0.03 -0.07 -0.01
C 0.97547 -3.08846 -1.25176 -0.61 -0.05 -1.03
H -1.47915 -2.05267 -4.82843 -0.08 -0.13 -0.18
C -0.83830 1.86563 -0.35819 0.90 0.82 -0.07
H -0.38658 2.04647 0.60307 -0.06 0.04 -0.03
H -1.91441 1.86859 -0.30502 -0.21 -0.41 0.03
H -0.46539 2.54419 -1.11505 0.03 -0.04 -0.18
N -0.37277 -0.21396 -4.11147 0.46 0.78 -0.11
N -2.43297 -1.17195 -2.97251 -0.13 0.12 0.41
N 0.10264 0.56084 -3.11479 0.17 0.27 -1.06
N -2.32445 -0.57815 -1.76079 -0.08 0.31 0.30
C -0.01641 0.34646 -5.28470 0.16 0.25 0.32
C -3.73753 -1.38654 -3.23036 0.25 0.28 0.53
H -0.30447 -0.12846 -6.20417 0.06 0.08 -0.20
H -4.02544 -1.86096 -4.15326 -0.10 0.01 0.04
C 0.70364 1.50657 -5.01256 -0.03 -0.08 -0.31
C -4.47776 -0.90690 -2.15459 0.01 -0.01 -0.08
C 0.76074 1.60756 -3.61485 -0.78 -1.21 -0.80
C -3.54457 -0.39731 -1.23996 0.39 -0.51 -1.03
H 1.13056 2.18402 -5.72668 0.03 0.04 -0.15
H -5.54691 -0.92566 -2.04566 -0.03 -0.01 -0.01
H 1.21861 2.34315 -2.96637 -0.06 -0.13 -0.11
H -3.66981 0.06530 -0.27095 0.03 -0.11 -0.07
H 1.24551 0.25991 -0.47022 -0.86 0.43 -0.12
C 3.53990 2.11495 6.69024 -0.10 0.03 -0.09
C 2.56940 1.70210 5.61182 -0.33 -0.16 -0.41
C 1.35114 2.37892 5.44844 0.02 -0.42 -0.24
C 0.42825 1.97522 4.46945 -0.13 0.59 0.26
C 0.72150 0.90717 3.63709 -0.42 -0.58 -1.81
C 1.91412 0.22052 3.77721 0.42 0.00 0.09
C 2.83755 0.62622 4.75498 -0.22 0.02 0.02
S -0.75268 0.21252 2.44630 -0.35 -2.98 -0.17
O -1.20363 -0.75593 3.38025 -0.20 -1.43 1.76
O -1.66157 1.31203 2.32160 0.04 1.54 -0.95
O -0.66602 -0.68463 1.08720 0.78 2.45 4.43
H 3.85828 3.15302 6.54783 -0.03 -0.12 0.07
H 3.06810 2.03453 7.67435 0.09 0.06 -0.08
H 4.42697 1.48089 6.68844 -0.03 0.03 -0.01
H 1.11736 3.22322 6.10813 0.00 -0.34 -0.31
H -0.51472 2.51522 4.39613 0.18 -0.23 -0.18
H 2.14996 -0.63511 3.14615 -0.11 0.19 0.09
H 3.78148 0.08265 4.86623 -0.35 0.15 -0.08

---

88
Properties=species:S:1:pos:R:3:forces:R:3 method="wB97M-V/def2-TZVPD" largest_force_ev_per_a=0.7 total_energy_ev=-119209.9410 multiplicity=7 charge=0 relative_energy_kcal_mol=14.1 orbital_gap_ev="6.1 / 7.1"
Eu 0.85053 0.19259 0.20628 -0.07 -0.35 0.55
S 2.26470 -1.67135 -1.51781 -0.05 0.43 0.31
C 1.34031 -2.56314 -2.69520 -0.12 -0.12 -0.19
C 1.90766 -2.82096 -3.95408 0.03 0.05 0.09
C 1.23959 -3.54418 -4.92082 -0.03 -0.04 -0.01
C -0.02950 -4.05537 -4.66761 -0.02 0.00 -0.03
C -0.60734 -3.82615 -3.43350 -0.01 -0.02 -0.04
C 0.05895 -3.08553 -2.45928 -0.09 -0.01 0.11
S -0.77297 -2.80972 -0.91026 -0.13 0.21 -0.24
C -1.86701 -1.43396 -1.45777 0.41 -0.34 0.13
C -2.63216 -0.89100 -0.29517 -0.09 0.01 0.00
C -4.01800 -0.98437 -0.25671 -0.03 0.02 0.10
C -4.69371 -0.43458 0.81790 0.03 0.01 -0.03
C -3.96588 0.15633 1.83642 0.00 -0.06 -0.01
C -2.57909 0.16916 1.75386 -0.12 -0.05 -0.01
C -1.76184 0.72155 2.88447 0.30 0.42 -0.07
S -0.65897 2.05122 2.25613 0.30 -0.53 -0.20
C 0.61441 2.04698 3.50762 -0.08 0.11 0.12
C 0.21200 2.25838 4.82662 0.00 -0.06 -0.01
C 1.13033 2.29357 5.85639 -0.02 0.00 0.06
C 2.47893 2.12420 5.55987 -0.03 0.01 0.02
C 2.88493 1.94570 4.25447 -0.05 0.00 -0.07
C 1.97531 1.91758 3.18108 -0.05 -0.01 0.26
S 2.64226 1.82476 1.57096 -0.26 0.28 -0.58
N -1.93029 -0.32142 0.69138 0.26 0.16 -0.17
H 2.89195 -2.41688 -4.15213 -0.01 0.00 -0.03
H 1.70810 -3.71285 -5.88257 0.01 0.01 0.01
H -0.55897 -4.62315 -5.42139 0.01 0.00 0.00
H -1.59147 -4.21975 -3.20759 0.01 -0.01 0.00
H -2.53514 -1.81185 -2.22729 -0.01 0.13 -0.07
H -1.21662 -0.66669 -1.88525 -0.12 0.02 -0.07
H -4.55248 -1.46820 -1.06217 0.04 0.02 -0.04
H -5.77462 -0.46438 0.86153 0.00 0.00 0.00
H -4.46430 0.59963 2.68738 0.04 -0.01 0.03
H -1.11045 -0.03230 3.32523 -0.07 -0.04 0.04
H -2.41641 1.12337 3.65435 -0.01 -0.05 0.04
H -0.84129 2.40050 5.03837 0.01 0.04 0.01
H 0.80175 2.47481 6.87134 0.01 -0.05 0.00
H 3.21564 2.14635 6.35322 0.01 0.01 -0.01
H 3.93499 1.83858 4.01655 0.01 -0.01 0.03
C -1.33882 -3.96144 2.83799 0.01 0.06 0.04
N 0.09751 -4.01948 2.66039 0.05 -0.24 -0.16
C 0.77042 -5.22443 3.12000 -0.01 0.10 -0.07
C 0.75728 -2.97879 2.07126 -0.05 0.19 0.12
N 0.27013 -1.79543 1.94754 -0.04 0.31 -0.10
N 2.00669 -3.30850 1.58044 0.02 -0.02 -0.14
C 3.03581 -2.41916 1.31343 0.05 0.09 0.22
N 4.19568 -3.04169 0.91760 0.09 -0.11 0.15
N 2.88481 -1.17461 1.54281 -0.10 0.05 -0.21
H -1.73375 -4.97593 2.82514 -0.02 0.00 -0.01
H -1.80108 -3.41140 2.01689 0.00 -0.02 0.00
H -1.62067 -3.49594 3.78888 -0.01 0.01 -0.01
H 0.26247 -5.59222 4.01032 0.01 -0.02 0.00
H 1.79929 -5.00258 3.39336 0.01 -0.02 0.02
H 0.75924 -6.01824 2.36443 -0.01 -0.01 0.04
H -0.62234 -1.74382 2.42174 -0.01 -0.01 0.00
H 2.14186 -4.25664 1.27829 -0.05 -0.05 0.05
H 4.09269 -3.90481 0.40725 -0.04 0.00 -0.04
H 4.85467 -2.42583 0.47059 -0.03 0.06 -0.06
H 3.73612 -0.63813 1.41695 0.04 0.00 -0.02
C 0.73598 0.60954 -3.79434 -0.19 0.22 0.01
Si -0.48587 1.87251 -3.07153 -0.07 -0.28 -0.13
C -0.32637 3.32957 -4.27981 0.08 0.13 0.25
C -2.26684 1.23961 -3.38268 0.16 0.06 0.12
C -0.24713 2.14720 -1.22465 0.36 0.04 0.04
Si 0.17127 3.97828 -0.94667 -0.16 0.10 -0.10
C 1.63565 4.52277 -2.03065 -0.13 -0.07 0.06
C -1.39162 4.96901 -1.41099 0.13 -0.11 -0.13
C 0.55421 4.74092 0.75040 -0.11 -0.33 0.01
H 0.90730 0.80092 -4.85751 -0.09 0.03 0.00
H 0.37924 -0.41803 -3.71192 0.03 -0.03 0.06
H 1.70294 0.66643 -3.29233 0.04 -0.05 -0.01
H -0.72624 3.04683 -5.25622 -0.03 -0.14 0.02
H 0.71965 3.60930 -4.41711 -0.06 -0.04 -0.08
H -0.86653 4.21568 -3.94030 0.13 -0.10 -0.23
H -2.29468 0.47291 -4.16156 0.01 0.00 -0.02
H -2.89587 2.06985 -3.71224 -0.01 0.01 0.01
H -2.72365 0.82622 -2.47982 -0.04 0.06 -0.07
H -1.26734 2.06870 -0.80892 -0.02 -0.06 0.03
H 1.29211 4.99590 -2.95191 0.06 0.00 0.07
H 2.27243 3.67734 -2.30327 0.01 0.00 -0.02
H 2.25536 5.24542 -1.49738 0.00 -0.02 0.05
H -1.71934 4.77122 -2.43393 -0.10 0.09 0.23
H -1.23891 6.04613 -1.30582 0.03 0.01 0.01
H -2.20868 4.68442 -0.74157 0.01 -0.01 0.03
H 1.37519 4.24592 1.26011 0.14 -0.10 0.11
H -0.31490 4.74382 1.41127 -0.02 0.00 0.00
H 0.85079 5.78320 0.60129 -0.06 -0.01 -0.15

---

76
Properties=species:S:1:pos:R:3:forces:R:3 method="wB97M-V/def2-TZVPD" largest_force_ev_per_a=5.0 total_energy_ev=-91209.2045 charge=-2 relative_energy_kcal_mol=440.8 orbital_gap_ev="5.1 / 5.2"
Na -0.69685 0.71837 1.07626 -0.18 0.77 -0.33
O -3.90037 -2.15783 6.72358 -0.03 0.01 -0.03
C -3.88026 -0.91646 6.61647 0.04 -0.01 0.05
O -4.45010 -0.04556 7.30706 0.00 0.00 -0.01
C -3.00246 -0.36626 5.46328 -0.01 -0.01 -0.04
C -2.80194 1.00279 5.31187 0.00 0.01 0.00
C -2.00748 1.46692 4.28079 0.07 0.05 0.03
N -1.41007 0.67047 3.38851 -0.15 -0.18 0.02
C -1.60744 -0.64494 3.53897 0.15 -0.38 -0.10
C -2.37841 -1.20430 4.54970 0.00 0.24 0.17
C -0.95372 -1.56109 2.50641 -0.10 -0.21 0.02
O -0.20706 -2.46528 2.90333 -0.08 0.00 0.01
O -1.24609 -1.31381 1.29020 -0.07 -0.38 0.12
H -3.28195 1.67578 6.00946 0.00 0.00 0.00
H -1.83364 2.53161 4.15284 -0.01 0.00 -0.01
H -2.49440 -2.27505 4.63898 0.03 0.00 0.01
N -0.45260 4.39533 0.31401 0.01 0.05 0.02
C 0.58446 3.95746 1.01904 -0.01 0.01 -0.02
N 1.36940 4.87258 1.62249 -0.02 -0.04 -0.01
C 2.37325 4.35947 2.31407 0.03 -0.01 0.01
N 3.16873 5.23262 2.99895 -0.02 0.00 -0.01
N 2.68614 3.06168 2.42700 -0.01 -0.02 0.05
C 1.84994 2.25065 1.78295 0.07 0.03 -0.13
N 0.79355 2.62336 1.07828 0.08 0.00 0.15
C 2.15907 0.78473 1.84377 0.09 0.07 -0.09
C 2.95793 0.27810 2.85692 -0.01 0.00 0.01
C 3.21028 -1.08488 2.87469 0.01 0.02 0.00
C 2.67661 -1.87799 1.87769 0.00 0.01 -0.02
C 1.89960 -1.27800 0.89639 -0.01 -0.01 -0.02
N 1.64131 0.02404 0.87480 0.04 0.04 0.13
H -0.60534 5.38793 0.31700 -0.02 0.00 0.02
H -1.15913 3.76563 -0.12379 0.10 0.08 0.05
H 3.09213 6.20149 2.74733 0.01 0.00 -0.01
H 4.05671 4.88012 3.30696 0.00 0.00 0.00
H 3.34710 0.94664 3.61013 -0.01 0.00 0.01
H 3.80056 -1.52080 3.67075 -0.01 0.00 0.00
H 2.81523 -2.94969 1.87068 0.00 0.00 0.01
H 1.44245 -1.86698 0.10968 -0.02 0.01 0.01
C -3.42874 2.66216 -5.18268 0.36 -0.55 3.58
C -2.52615 3.88749 -2.99713 -0.65 -1.69 0.50
C -2.77165 2.79124 -2.14467 0.44 -0.72 0.24
N -2.40925 2.79384 -0.87869 -0.20 -0.37 -0.02
N -2.60067 1.58186 -0.23018 0.15 0.62 0.05
C -3.10892 0.68336 -1.00567 -0.13 -0.26 -0.15
N -3.42268 -0.58623 -0.58054 0.01 0.14 -0.09
S -3.40442 1.22422 -2.63671 -0.03 0.25 -0.12
H -3.38492 4.85741 -4.90981 -0.11 -0.93 0.32
H -4.06919 2.18104 -5.89224 0.60 0.67 -1.12
H -2.13500 4.30287 -6.27975 0.60 -0.22 -0.22
H -2.41486 4.83310 -2.48599 0.32 0.50 -0.91
H -1.58665 4.94682 -4.56789 -0.21 -0.74 0.08
H -2.87878 -0.87932 0.23328 0.06 0.00 0.03
H -3.37452 -1.28269 -1.30788 0.06 -0.03 0.00
Cl -2.33547 3.73282 -4.71504 -0.53 4.03 -2.88
C -0.83059 2.89992 -4.77841 0.12 -0.16 -0.02
C -0.62651 1.79592 -5.62908 -0.63 -0.85 0.02
C 0.14882 0.76572 -5.20356 0.15 0.35 -0.41
C 0.86337 0.84360 -3.93835 -0.03 -0.09 0.23
C 1.38786 -0.23846 -3.32010 0.04 0.09 -0.05
C 0.96147 2.18570 -3.36974 0.33 -0.05 -0.28
C 0.19289 3.19184 -3.84051 -0.53 -0.09 1.04
H -1.21250 1.73825 -6.54086 -0.14 -0.09 0.02
H 0.24869 -0.13497 -5.79842 0.01 0.03 -0.03
H 1.88116 -0.15143 -2.36042 0.01 0.02 0.00
H 1.28582 -1.23152 -3.74035 -0.01 0.01 -0.02
H 1.67343 2.35687 -2.57174 0.03 0.02 0.01
H 0.24235 4.18258 -3.40248 -0.06 0.00 0.13
C -1.23188 -4.08532 -2.69826 0.05 -0.02 -0.06
S -0.85877 -2.99802 -1.30919 -0.05 -0.02 -0.04
C -0.87287 -4.22864 0.00333 -0.02 0.00 0.04
H -0.45515 -4.83778 -2.85062 0.00 0.01 0.02
H -1.29845 -3.46745 -3.59380 0.01 0.00 0.01
H -2.18943 -4.58833 -2.55142 0.00 0.00 0.00
H -1.86746 -4.66271 0.11710 0.01 0.00 0.00
H -0.60245 -3.71337 0.92554 -0.01 0.02 0.02
H -0.15062 -5.02003 -0.20782 0.00 0.01 0.00